{"formula": "C41H41F2N7O6", "method": "wB97M-V/def2-TZVPD", "elements": ["O", "C", "O", "C", "C", "F", "O", "H", "H", "H", "O", "C", "O", "C", "C", "F", "O", "H", "H", "H", "C", "C", "C", "N", "C", "C", "H", "H", "H", "H", "H", "C", "C", "C", "N", "C", "C", "H", "H", "H", "H", "H", "C", "C", "C", "N", "C", "C", "H", "H", "H", "H", "H", "C", "C", "C", "N", "C", "C", "H", "H", "H", "H", "H", "C", "C", "C", "N", "C", "C", "H", "H", "H", "H", "H", "C", "C", "C", "N", "C", "C", "H", "H", "H", "H", "H", "C", "C", "C", "N", "C", "C", "H", "H", "H", "H", "H"], "positions_angstrom": [[3.31, 1.75, -0.55], [4.31, 1.87, -1.27], [5.46, 2.34, -0.87], [6.44, 2.38, -1.93], [5.67, 1.92, -3.10], [6.12, 0.70, -3.60], [4.35, 1.62, -2.60], [6.88, 3.35, -2.15], [7.23, 1.65, -1.76], [5.79, 2.63, -3.92], [-5.60, 2.21, -0.62], [-6.03, 2.13, -1.82], [-7.16, 2.58, -2.28], [-7.45, 1.98, -3.53], [-6.06, 1.79, -4.10], [-5.73, 2.85, -4.77], [-5.29, 1.64, -2.89], [-7.94, 1.01, -3.50], [-7.93, 2.77, -4.10], [-6.05, 0.89, -4.73], [3.51, -2.89, -4.20], [3.67, -3.81, -3.10], [3.61, -3.31, -1.78], [3.23, -2.03, -1.60], [3.05, -1.18, -2.63], [3.17, -1.58, -3.92], [3.67, -3.29, -5.19], [4.01, -4.83, -3.22], [3.76, -3.90, -0.88], [2.84, -0.16, -2.34], [3.18, -0.95, -4.80], [-0.09, -3.66, -2.52], [-1.39, -3.88, -2.96], [-2.24, -4.86, -2.32], [-1.73, -5.56, -1.27], [-0.42, -5.39, -0.89], [0.38, -4.45, -1.45], [0.46, -2.89, -3.05], [-1.80, -3.33, -3.79], [-3.27, -4.97, -2.61], [-0.13, -6.01, -0.05], [1.38, -4.41, -1.06], [-0.01, 5.18, 0.27], [1.13, 4.44, 0.37], [2.40, 5.03, 0.08], [2.52, 6.34, -0.27], [1.34, 7.05, -0.26], [0.05, 6.52, 0.01], [-0.99, 4.74, 0.36], [1.06, 3.38, 0.56], [3.29, 4.42, 0.12], [1.33, 8.08, -0.60], [-0.87, 7.08, 0.06], [-2.53, 3.20, 2.34], [-2.98, 1.88, 2.33], [-2.48, 0.94, 3.20], [-1.42, 1.24, 4.03], [-0.89, 2.47, 3.97], [-1.44, 3.47, 3.17], [-3.19, 3.91, 1.88], [-3.77, 1.69, 1.61], [-2.71, -0.11, 3.13], [-0.14, 2.83, 4.66], [-0.93, 4.42, 3.20], [-2.25, -4.65, 2.76], [-2.20, -4.55, 4.12], [-1.98, -3.31, 4.65], [-1.56, -2.26, 3.91], [-1.33, -2.46, 2.59], [-1.78, -3.63, 1.95], [-2.65, -5.57, 2.37], [-2.55, -5.29, 4.83], [-2.11, -3.08, 5.69], [-0.91, -1.61, 2.07], [-1.68, -3.68, 0.87], [2.26, -1.08, 2.93], [1.53, -0.06, 3.51], [1.59, 0.06, 4.95], [1.97, -0.92, 5.82], [2.69, -1.88, 5.18], [2.82, -2.07, 3.81], [2.24, -1.11, 1.85], [1.07, 0.80, 3.05], [0.95, 0.77, 5.45], [3.06, -2.68, 5.81], [3.31, -2.91, 3.34], [-1.78, -0.82, -0.56], [-2.14, 0.47, -0.84], [-1.16, 1.45, -0.77], [0.19, 1.21, -0.61], [0.52, -0.14, -0.36], [-0.45, -1.15, -0.27], [-2.55, -1.57, -0.51], [-3.19, 0.71, -0.94], [-1.41, 2.50, -0.83], [1.58, -0.32, -0.23], [-0.02, -2.12, -0.07]], "smiles": "O=C1OC[C@@H](F)O1.O=C1OC[C@@H](F)O1.c1ccncc1.c1ccncc1.c1ccncc1.c1ccncc1.c1ccncc1.c1ccncc1.c1ccncc1", "orbital_gap_ev": 8.901, "relative_energy_kcal_mol": 38.3, "e_lumo_ev": 0.3, "multiplicity": 1, "homo_ev": -8.64}



{"formula": "C9H12Cl6CuF9O9S3", "method": "wB97M-V/def2-TZVPD", "elements": ["Cu", "C", "F", "F", "F", "S", "O", "O", "O", "C", "F", "F", "F", "S", "O", "O", "O", "C", "F", "F", "F", "S", "O", "O", "O", "Cl", "C", "C", "Cl", "H", "H", "H", "H", "Cl", "C", "C", "Cl", "H", "H", "H", "H", "Cl", "C", "C", "Cl", "H", "H", "H", "H"], "positions_angstrom": [[-0.02, -0.58, -0.36], [-1.74, -2.91, 2.94], [-2.73, -3.54, 3.56], [-1.82, -1.61, 3.27], [-0.58, -3.37, 3.42], [-1.87, -3.12, 1.11], [-3.23, -2.84, 0.80], [-0.90, -2.12, 0.65], [-1.45, -4.48, 0.90], [-3.18, 2.56, -0.28], [-4.30, 3.17, 0.09], [-3.01, 2.64, -1.59], [-2.16, 3.27, 0.27], [-3.18, 0.81, 0.30], [-3.46, 0.90, 1.70], [-4.15, 0.19, -0.53], [-1.80, 0.37, 0.01], [-1.48, -0.93, -4.61], [-2.45, -1.37, -5.41], [-0.33, -0.98, -5.29], [-1.74, 0.33, -4.30], [-1.44, -1.98, -3.08], [-0.86, -3.22, -3.50], [-0.54, -1.19, -2.20], [-2.79, -1.97, -2.64], [0.71, 0.09, 2.44], [1.50, 0.42, 4.02], [0.44, 0.48, 5.07], [1.22, 0.72, 6.66], [2.21, 1.24, 3.94], [2.13, -0.46, 4.14], [-0.10, -0.46, 5.13], [-0.26, 1.28, 4.83], [0.48, 2.00, -0.40], [1.35, 3.57, -0.49], [2.83, 3.35, -0.49], [3.43, 2.43, 0.90], [1.04, 4.16, 0.37], [0.97, 4.04, -1.39], [3.36, 4.31, -0.50], [3.14, 2.82, -1.39], [2.40, -1.48, -0.44], [3.31, -1.71, -1.97], [3.61, -0.41, -2.67], [2.13, 0.49, -3.05], [2.68, -2.33, -2.59], [4.23, -2.21, -1.68], [4.14, -0.63, -3.59], [4.24, 0.23, -2.06]], "orbital_gap_ev": [8.562, 5.899], "relative_energy_kcal_mol": 23.7, "s_squared": 0.75, "e_lumo_ev": [1.6, -1.0], "multiplicity": 2, "total_charge": -1, "homo_ev": [-6.91, -6.89]}



{"formula": "C31H26F9NO6P2PtS2", "method": "wB97M-V/def2-TZVPD", "elements": ["Pt", "F", "C", "F", "F", "S", "O", "O", "N", "S", "O", "O", "C", "F", "F", "F", "C", "C", "P", "C", "C", "C", "C", "C", "C", "C", "C", "C", "C", "C", "C", "C", "P", "C", "C", "C", "C", "C", "C", "C", "C", "C", "C", "C", "C", "H", "H", "H", "H", "H", "H", "H", "H", "H", "H", "H", "H", "H", "H", "H", "H", "H", "H", "H", "H", "H", "H", "H", "H", "H", "H", "F", "C", "F", "F", "C", "O", "O"], "positions_angstrom": [[-8.15, -1.49, -16.29], [-9.08, -3.14, -11.82], [-7.77, -3.11, -11.70], [-7.45, -2.03, -10.93], [-7.27, -4.20, -11.09], [-7.09, -2.94, -13.47], [-8.16, -2.11, -14.11], [-5.81, -2.34, -13.34], [-7.25, -4.38, -14.03], [-7.18, -4.84, -15.50], [-8.03, -5.97, -15.75], [-7.26, -3.76, -16.47], [-5.39, -5.50, -15.54], [-5.09, -5.87, -14.30], [-4.48, -4.65, -16.03], [-5.41, -6.57, -16.30], [-7.65, -3.16, -19.48], [-8.95, -4.01, -19.51], [-10.53, -3.09, -18.95], [-10.70, -3.40, -17.12], [-10.56, -4.69, -16.55], [-10.83, -4.87, -15.19], [-11.16, -3.74, -14.45], [-11.17, -2.45, -15.01], [-11.03, -2.29, -16.39], [-11.90, -4.13, -19.60], [-11.86, -5.54, -19.69], [-13.00, -6.22, -20.03], [-14.22, -5.53, -20.31], [-14.16, -4.15, -20.35], [-13.07, -3.46, -19.98], [-7.76, -1.60, -19.80], [-8.06, -0.47, -18.35], [-6.58, 0.58, -18.38], [-5.28, 0.03, -18.48], [-4.09, 0.81, -18.40], [-4.31, 2.18, -18.34], [-5.58, 2.75, -18.29], [-6.71, 1.98, -18.24], [-9.54, 0.55, -18.58], [-10.34, 0.88, -17.51], [-11.52, 1.60, -17.64], [-11.95, 1.88, -18.93], [-11.17, 1.60, -20.02], [-9.95, 0.97, -19.86], [-6.88, -3.64, -20.08], [-7.30, -3.18, -18.43], [-8.86, -4.89, -18.87], [-9.22, -4.31, -20.49], [-10.35, -5.50, -17.18], [-10.81, -5.86, -14.77], [-11.46, -3.74, -13.42], [-11.32, -1.59, -14.41], [-11.10, -1.36, -16.93], [-10.95, -6.07, -19.31], [-13.06, -7.30, -20.04], [-15.20, -5.98, -20.55], [-15.05, -3.63, -20.64], [-13.03, -2.36, -19.88], [-8.61, -1.37, -20.42], [-6.84, -1.26, -20.28], [-5.17, -1.05, -18.65], [-3.11, 0.38, -18.51], [-3.47, 2.92, -18.37], [-5.68, 3.83, -18.25], [-7.68, 2.43, -18.31], [-10.04, 0.61, -16.50], [-12.15, 1.97, -16.74], [-12.85, 2.51, -19.01], [-11.62, 1.87, -20.98], [-9.39, 0.70, -20.71], [-4.04, 0.58, -15.15], [-5.13, 0.81, -14.42], [-5.20, 2.13, -14.17], [-4.95, 0.12, -13.28], [-6.38, 0.35, -15.21], [-7.40, 1.02, -15.17], [-6.20, -0.78, -15.80]], "orbital_gap_ev": [8.298, 6.674], "relative_energy_kcal_mol": 69.0, "s_squared": 2.01, "e_lumo_ev": [0.1, -2.2], "multiplicity": 3, "homo_ev": [-8.21, -8.82]}



{"formula": "C22H47B3O9", "method": "wB97M-V/def2-TZVPD", "elements": ["C", "C", "B", "O", "B", "O", "B", "C", "C", "C", "C", "C", "C", "C", "C", "O", "H", "H", "H", "H", "H", "H", "H", "H", "H", "H", "H", "C", "C", "O", "H", "H", "H", "H", "H", "H", "C", "C", "O", "H", "H", "H", "H", "H", "H", "C", "C", "O", "H", "H", "H", "H", "H", "H", "C", "C", "O", "H", "H", "H", "H", "H", "H", "C", "C", "O", "H", "H", "H", "H", "H", "H", "C", "C", "O", "H", "H", "H", "H", "H", "H"], "positions_angstrom": [[4.29, -0.61, 3.00], [4.49, 0.57, 2.88], [4.55, 2.08, 2.76], [5.73, 2.78, 2.61], [5.45, 4.14, 2.55], [4.52, 4.57, 1.61], [3.35, 3.84, 1.79], [2.02, 4.09, 0.98], [0.89, 3.35, 1.68], [0.07, 3.97, 2.61], [-0.90, 3.21, 3.27], [-1.04, 1.85, 2.99], [-0.22, 1.23, 2.06], [-0.32, -0.25, 1.77], [0.73, 1.99, 1.39], [3.38, 2.82, 2.74], [3.96, -1.61, 3.13], [5.96, 4.88, 3.33], [1.81, 5.16, 0.95], [2.14, 3.73, -0.03], [0.20, 5.02, 2.84], [-1.52, 3.67, 4.02], [-1.77, 1.27, 3.53], [-0.84, -0.40, 0.82], [-0.82, -0.76, 2.59], [0.68, -0.66, 1.67], [1.39, 1.53, 0.66], [-0.39, 5.76, -2.36], [-1.63, 5.76, -1.50], [-1.92, 4.45, -1.02], [-0.51, 5.09, -3.21], [-0.15, 6.76, -2.74], [0.47, 5.40, -1.78], [-2.50, 6.08, -2.07], [-1.51, 6.44, -0.65], [-1.15, 4.17, -0.50], [0.74, -4.88, 0.91], [1.71, -3.72, 0.86], [2.43, -3.56, 2.09], [0.03, -4.75, 1.72], [0.19, -4.98, -0.02], [1.28, -5.82, 1.09], [1.18, -2.78, 0.70], [2.43, -3.85, 0.04], [2.92, -4.38, 2.24], [5.64, 5.31, -3.04], [4.48, 5.24, -2.05], [4.30, 3.93, -1.54], [5.47, 4.62, -3.86], [5.75, 6.32, -3.44], [6.57, 5.03, -2.55], [3.55, 5.51, -2.54], [4.64, 5.94, -1.23], [5.11, 3.67, -1.08], [-3.76, 0.44, -2.48], [-2.37, 0.94, -2.83], [-2.32, 2.35, -2.96], [-4.48, 0.76, -3.24], [-3.79, -0.65, -2.41], [-4.09, 0.86, -1.52], [-2.05, 0.53, -3.79], [-1.65, 0.61, -2.07], [-2.57, 2.74, -2.11], [-2.17, -5.96, -2.83], [-2.59, -6.52, -1.49], [-2.24, -5.64, -0.41], [-1.09, -5.77, -2.85], [-2.41, -6.65, -3.64], [-2.67, -5.01, -3.03], [-2.07, -7.46, -1.29], [-3.66, -6.72, -1.47], [-2.70, -4.81, -0.56], [-4.91, -8.38, 1.62], [-5.72, -7.47, 0.70], [-5.70, -7.93, -0.65], [-3.88, -8.45, 1.27], [-4.92, -8.00, 2.64], [-5.33, -9.39, 1.63], [-5.28, -6.47, 0.69], [-6.75, -7.39, 1.05], [-6.09, -8.81, -0.67]], "orbital_gap_ev": 9.308, "e_lumo_ev": 0.5, "multiplicity": 1, "homo_ev": -8.82}



{"formula": "C5H5NO", "method": "wB97M-V/def2-TZVPD", "elements": ["O", "C", "C", "C", "C", "C", "N", "H", "H", "H", "H", "H"], "positions_angstrom": [[0.75, 0.68, 1.65], [1.13, 0.16, 0.48], [0.37, -1.09, -0.07], [-1.08, -0.64, -0.09], [-0.95, 0.76, 0.28], [0.22, 0.86, -0.64], [-0.14, -0.48, -1.28], [2.21, 0.05, 0.30], [0.58, -2.16, -0.04], [-1.91, -1.33, -0.03], [-1.66, 1.46, 0.68], [0.48, 1.73, -1.23]], "orbital_gap_ev": [8.203, 8.207], "relative_energy_kcal_mol": 137.7, "e_lumo_ev": [-0.6, -0.6], "multiplicity": 1, "homo_ev": [-8.77, -8.78]}



{"formula": "C45H98FN3O13S2", "method": "wB97M-V/def2-TZVPD", "elements": ["C", "C", "O", "C", "C", "O", "C", "C", "O", "C", "C", "C", "S", "O", "O", "F", "C", "C", "N", "S", "N", "C", "C", "N", "H", "H", "H", "H", "H", "H", "H", "H", "H", "H", "H", "H", "H", "H", "H", "H", "H", "H", "C", "C", "O", "C", "C", "H", "H", "H", "H", "H", "H", "H", "H", "H", "H", "C", "C", "O", "C", "C", "H", "H", "H", "H", "H", "H", "H", "H", "H", "H", "C", "C", "O", "C", "C", "H", "H", "H", "H", "H", "H", "H", "H", "H", "H", "C", "C", "O", "C", "C", "H", "H", "H", "H", "H", "H", "H", "H", "H", "H", "C", "C", "O", "C", "C", "H", "H", "H", "H", "H", "H", "H", "H", "H", "H", "C", "C", "O", "C", "C", "H", "H", "H", "H", "H", "H", "H", "H", "H", "H", "C", "C", "O", "C", "C", "H", "H", "H", "H", "H", "H", "H", "H", "H", "H", "C", "C", "O", "C", "C", "H", "H", "H", "H", "H", "H", "H", "H", "H", "H"], "positions_angstrom": [[-1.60, 2.38, -1.96], [-1.23, 1.05, -1.07], [-1.27, 1.46, 0.35], [-2.57, 1.17, 0.97], [-2.60, 1.29, 2.61], [-1.78, 0.30, 3.32], [-0.35, 0.65, 3.32], [0.40, 0.54, 4.78], [1.75, 1.13, 4.71], [2.68, 0.29, 3.93], [3.92, -0.37, 4.76], [4.86, -1.48, 3.94], [4.60, -1.97, 2.15], [3.85, -3.35, 2.05], [4.00, -0.87, 1.24], [6.19, -2.29, 1.51], [6.12, -2.23, 4.72], [6.55, -1.97, 6.28], [7.66, -2.60, 7.11], [7.44, -1.70, 8.63], [6.07, -0.58, 8.43], [5.62, -0.84, 7.01], [4.36, -0.07, 6.31], [3.61, 0.95, 7.14], [-2.36, 2.15, -2.83], [-0.58, 2.87, -2.33], [-2.06, 3.17, -1.20], [-0.09, 0.77, -1.29], [-1.85, 0.09, -1.33], [-3.00, 0.14, 0.55], [-3.33, 1.99, 0.57], [-3.73, 1.07, 2.93], [-2.36, 2.37, 2.98], [-0.24, 1.72, 2.83], [0.18, -0.10, 2.56], [-0.23, 1.24, 5.53], [0.52, -0.54, 5.20], [3.16, 0.98, 3.09], [2.15, -0.59, 3.34], [6.76, -3.05, 4.12], [2.58, 0.77, 7.16], [3.80, 1.94, 6.85], [-2.37, -2.31, -3.43], [-2.51, -1.19, -4.45], [-1.32, -0.42, -4.62], [-0.17, -1.14, -5.08], [-0.37, -1.80, -6.43], [-2.06, -1.91, -2.46], [-3.32, -2.84, -3.31], [-1.62, -3.04, -3.74], [-3.28, -0.49, -4.09], [-2.86, -1.57, -5.41], [0.14, -1.86, -4.33], [0.64, -0.40, -5.16], [-1.17, -2.54, -6.41], [0.55, -2.29, -6.75], [-0.65, -1.05, -7.19], [-1.55, 1.91, -9.25], [-2.61, 0.81, -9.22], [-3.35, 0.71, -10.43], [-2.61, 0.41, -11.61], [-1.87, -0.91, -11.54], [-2.01, 2.88, -9.46], [-1.03, 1.97, -8.29], [-0.80, 1.73, -10.02], [-3.32, 1.04, -8.42], [-2.16, -0.15, -8.96], [-1.94, 1.24, -11.84], [-3.34, 0.37, -12.43], [-1.12, -0.91, -10.74], [-1.35, -1.10, -12.48], [-2.56, -1.73, -11.34], [-2.99, 2.73, -14.33], [-1.58, 3.23, -14.10], [-0.84, 3.42, -15.30], [-1.38, 4.37, -16.23], [-1.50, 5.77, -15.65], [-2.98, 1.79, -14.89], [-3.50, 2.56, -13.37], [-3.59, 3.44, -14.90], [-1.03, 2.48, -13.52], [-1.57, 4.14, -13.50], [-2.34, 4.01, -16.61], [-0.69, 4.39, -17.08], [-2.18, 5.80, -14.80], [-1.88, 6.46, -16.41], [-0.52, 6.13, -15.31], [4.56, 2.35, 0.56], [3.17, 2.94, 0.36], [2.81, 3.89, 1.36], [3.64, 5.04, 1.49], [3.71, 5.87, 0.22], [4.63, 1.87, 1.54], [4.77, 1.61, -0.22], [5.34, 3.12, 0.51], [2.44, 2.13, 0.40], [3.08, 3.39, -0.64], [4.64, 4.74, 1.82], [3.22, 5.65, 2.29], [4.13, 5.32, -0.62], [4.33, 6.76, 0.38], [2.70, 6.20, -0.08], [4.81, 2.37, -4.67], [3.43, 2.96, -4.87], [3.06, 3.91, -3.87], [3.89, 5.06, -3.74], [3.96, 5.89, -5.01], [4.88, 1.89, -3.69], [5.03, 1.63, -5.45], [5.59, 3.13, -4.72], [2.69, 2.15, -4.83], [3.33, 3.41, -5.86], [4.90, 4.76, -3.41], [3.47, 5.67, -2.94], [4.39, 5.33, -5.85], [4.58, 6.78, -4.85], [2.96, 6.22, -5.31], [-0.26, -6.26, 5.85], [-0.40, -5.14, 4.83], [0.79, -4.37, 4.66], [1.94, -5.09, 4.20], [1.74, -5.75, 2.85], [0.05, -5.86, 6.82], [-1.21, -6.79, 5.97], [0.49, -6.99, 5.54], [-1.17, -4.44, 5.19], [-0.75, -5.52, 3.87], [2.26, -5.81, 4.95], [2.75, -4.35, 4.12], [0.94, -6.49, 2.87], [2.66, -6.24, 2.53], [1.46, -5.00, 2.09], [-1.97, -5.68, 12.22], [-2.66, -5.15, 10.97], [-2.37, -3.78, 10.71], [-1.00, -3.44, 10.50], [-0.38, -4.17, 9.32], [-2.25, -5.09, 13.10], [-2.25, -6.73, 12.39], [-0.88, -5.64, 12.14], [-3.74, -5.22, 11.11], [-2.41, -5.76, 10.10], [-0.43, -3.61, 11.42], [-0.97, -2.36, 10.31], [-0.38, -5.25, 9.46], [0.66, -3.84, 9.18], [-0.94, -3.95, 8.40], [-4.62, -2.15, 10.29], [-5.45, -1.24, 9.40], [-6.81, -1.65, 9.29], [-7.56, -1.70, 10.51], [-7.65, -0.36, 11.22], [-4.65, -3.18, 9.92], [-3.58, -1.81, 10.31], [-4.98, -2.16, 11.32], [-5.04, -1.26, 8.39], [-5.40, -0.20, 9.74], [-7.16, -2.47, 11.17], [-8.57, -2.02, 10.24], [-6.67, 0.01, 11.51], [-8.26, -0.44, 12.12], [-8.10, 0.40, 10.56]], "smiles": "CCOCCOCCOCc1c(S(=O)(=O)F)cc2nsnc2c1N.CCOCC.CCOCC.CCOCC.CCOCC.CCOCC.CCOCC.CCOCC.CCOCC", "orbital_gap_ev": 6.696, "e_lumo_ev": -2.3, "multiplicity": 1, "homo_ev": -9.01}



Table of total energy (Eh), in record order: -2621.2676, -7522.3883, -4200.2048, -1618.3447, -323.3003, -3811.2884
Table of max |F| (eV Å⁻¹), in record order: 6.2, 2.7, 3.5, 0.9, 1.5, 7.3